(1)
Here is a molecular structure, C23H59N4O13 in a non-equilibrium geometry from OMol25. Energies are from wB97M-V/def2-TZVPD.

Structure (XYZ):
```
99
Properties=species:S:1:pos:R:3
C -0.26245 -1.71248 -2.28393
N -1.31773 -2.77812 -1.78189
C -2.47580 -2.77887 -2.73509
C -0.52595 -4.07814 -1.94485
C -1.67400 -2.47480 -0.25058
C -3.08857 -2.97264 0.30020
O -3.03834 -4.30926 0.43693
H 0.04455 -1.96892 -3.29788
H 0.57206 -1.69125 -1.58304
H -0.70072 -0.71948 -2.18413
H -3.01810 -1.83382 -2.70535
H -3.19811 -3.58608 -2.61352
H -2.18179 -2.99805 -3.76156
H -1.15980 -4.88463 -1.57620
H 0.29426 -4.02784 -1.22873
H -0.24580 -4.16860 -2.99434
H -1.79189 -1.41385 -0.03016
H -0.79786 -2.72034 0.34958
H -3.85224 -2.75486 -0.44644
H -3.32515 -2.50096 1.25396
H -3.71313 -4.57741 1.06490
C -3.47418 3.84231 0.93962
N -2.19056 3.05862 0.73790
C -1.97627 1.96232 1.82638
C -2.09468 2.42665 -0.66240
C -0.98565 4.03338 0.89027
C -1.07222 5.28882 -0.08645
O -2.13131 6.22646 0.03616
H -4.23812 3.07855 1.08509
H -3.65134 4.43733 0.04370
H -3.41031 4.53091 1.78215
H -0.93395 1.71806 2.03134
H -2.57179 1.10789 1.50481
H -2.35023 2.35195 2.77319
H -2.70679 1.56175 -0.91806
H -1.07456 2.04301 -0.64527
H -2.19249 3.24933 -1.37073
H -0.07575 3.48566 0.64496
H -0.93956 4.41015 1.91204
H -0.95736 5.03829 -1.14104
H -0.21281 5.94834 0.03419
H -2.03067 7.04196 -0.46026
C 2.51005 -0.64242 2.68624
N 1.17640 -0.96565 3.30237
C 0.67705 -2.27229 2.59659
C 1.46667 -1.15322 4.84206
C 0.25870 0.29905 3.11971
C -1.26019 -0.09206 2.96233
O -1.72915 -0.69833 4.10425
H 2.96341 0.23092 3.15512
H 2.31947 -0.54614 1.61736
H 3.13130 -1.48393 2.99282
H 1.35548 -3.11697 2.71637
H 0.51550 -1.86813 1.59726
H -0.24853 -2.58694 3.07867
H 2.10976 -2.02626 4.95318
H 0.56274 -1.55577 5.29918
H 1.94482 -0.24407 5.20663
H 0.60943 0.78903 2.21141
H 0.50771 1.02696 3.89188
H -1.31078 -0.70941 2.06544
H -1.80648 0.82447 2.73952
H -1.45660 -0.12357 4.82326
C 2.20206 0.25156 -3.32247
N 2.77270 0.88496 -2.05404
C 1.81588 1.99200 -1.69219
C 3.05757 -0.12136 -0.87346
C 4.17182 1.50907 -2.43644
C 5.12920 0.69403 -3.37215
O 5.51135 -0.53327 -2.83437
H 2.77924 -0.54998 -3.78344
H 2.14617 0.99531 -4.11734
H 1.24044 -0.12581 -2.97463
H 0.92618 1.39148 -1.50272
H 1.66071 2.59110 -2.58947
H 2.16878 2.46531 -0.77592
H 3.47738 -1.03485 -1.29463
H 2.06430 -0.30396 -0.46335
H 3.68350 0.23860 -0.05691
H 4.68116 1.77033 -1.50885
H 3.97104 2.47045 -2.90925
H 6.09103 1.19772 -3.46841
H 4.61649 0.64406 -4.33273
H 6.44228 -0.50823 -2.60130
O 2.35393 -2.06729 0.17685
C 1.89463 -3.28830 0.38488
O 2.62101 -4.32398 0.30594
O 0.70045 -3.38078 0.67355
H 1.40330 -1.93876 0.21407
O -3.12972 -0.25066 0.20780
C -3.36643 -0.05890 -1.09339
O -2.38183 -0.10569 -1.89490
O -4.55303 0.05167 -1.50602
H -2.17753 -0.13005 0.18817
O -0.09021 0.46317 -1.29825
C -0.10018 0.08884 0.00363
O 0.86366 -0.50121 0.49731
O -1.17129 0.11557 0.58807
H -1.04525 0.43169 -1.39049
```

Computed properties:
2S+1: 1
HOMO: -9.76 eV
Charge: +1
LUMO: -0.09361 hartree

***

(2)
Here is C5H12OS in the gas phase in a non-equilibrium geometry from OMol25. Energies are from wB97M-V/def2-TZVPD.

Structure (XYZ):
```
19
Properties=species:S:1:pos:R:3
C 1.48850 0.40886 -1.40588
S 1.39448 -1.15493 -0.52233
C 1.14227 -0.57103 1.15862
C -0.18634 0.15757 1.42827
C -1.43188 -0.34506 0.71203
C -1.86653 0.49419 -0.51291
O -1.85191 1.90853 -0.34774
H 1.16036 0.22661 -2.42751
H 2.54712 0.67743 -1.53923
H 0.97027 1.30638 -1.07885
H 1.95254 -0.01219 1.59580
H 1.04476 -1.46563 1.75666
H -0.15240 1.24561 1.49145
H -0.42232 -0.06875 2.46463
H -1.27912 -1.30101 0.18993
H -2.31600 -0.45989 1.34199
H -2.88181 0.19765 -0.78821
H -1.24348 0.26948 -1.37047
H -1.70667 2.07792 0.59009
```

Computed properties:
2S+1: 1
HOMO: -8.63 eV
LUMO: 0.03133 hartree

***

(3)
Here is 3 unconnected molecules or ions with the total composition C6H17NO3 in a non-equilibrium geometry from OMol25. Energies are from wB97M-V/def2-TZVPD.

Structure (XYZ):
```
27
Properties=species:S:1:pos:R:3
C 1.59454 0.09780 -2.22233
C 1.14472 0.46489 -0.79408
N 0.36363 -0.58787 -0.15769
C 0.97966 -1.36244 0.93940
C 0.23560 -1.12533 2.23308
C -0.74614 -1.10954 -0.78277
C -1.25473 -2.46282 -0.37737
O -1.37299 -0.41469 -1.57319
H 1.15726 0.72393 -2.98659
H 2.66934 0.17549 -2.33433
H 1.34496 -0.94150 -2.42688
H 0.55700 1.37793 -0.87576
H 2.00000 0.62718 -0.15064
H 1.06105 -2.41430 0.72234
H 1.99022 -0.98508 1.07491
H 0.71894 -1.64144 3.06610
H 0.25970 -0.06168 2.47394
H -0.80130 -1.45782 2.23338
H -0.56888 -3.30902 -0.45799
H -1.97568 -2.73359 -1.14023
H -1.79762 -2.39235 0.55955
O 0.84538 3.21926 2.13538
H 0.14195 3.59253 1.58958
H 0.55853 2.31190 2.27268
O -1.74448 2.36193 -0.10142
H -1.41271 1.45615 -0.05188
H -2.02495 2.45042 -1.01810
```

Computed properties:
2S+1: 1
HOMO: -9.48 eV
LUMO: 0.02532 hartree

***

(4)
Here is 2 unconnected molecules or ions with the total composition CH11N7 in a non-equilibrium geometry from OMol25. Energies are from wB97M-V/def2-TZVPD.

Structure (XYZ):
```
19
Properties=species:S:1:pos:R:3
C 0.69113 -0.79902 0.19665
N -1.40506 -1.38469 -0.59147
N -0.31718 -0.79297 -0.70496
N 2.64299 0.10441 0.77209
N -1.42880 0.80994 0.66861
N 1.70021 0.00462 -0.13603
N -2.58553 0.42598 0.15773
N 1.83896 0.68645 -1.25792
H 0.63181 -1.30661 1.10315
H -1.88842 -1.63507 -1.44218
H 3.58349 0.52140 0.59050
H 2.49947 -0.23706 1.67111
H -1.18013 0.77918 1.69872
H -3.14603 -0.14510 0.61871
H -3.05881 1.33832 -0.29518
H -1.49589 -1.91411 0.26576
H 2.70230 1.09417 -1.52007
H 1.22359 0.76682 -1.98815
H -1.00810 1.68334 0.19291
```

Computed properties:
2S+1: 1
HOMO (alpha / beta): -16.20 / -16.91 eV
Charge: +2
LUMO (alpha / beta): -0.34683 / -0.33464 hartree

***

(5)
Here is C5H6O2 in the gas phase in a non-equilibrium geometry from OMol25. Energies are from wB97M-V/def2-TZVPD.

Structure (XYZ):
```
13
Properties=species:S:1:pos:R:3
O 1.19390 2.04102 0.77736
C 0.72298 1.03536 0.29185
C 1.54198 -0.20692 -0.10210
O 0.65104 -1.04211 -0.83065
C -0.68210 -0.54952 -0.79432
C -1.31606 -0.51918 0.55359
C -0.71575 0.74162 -0.08029
H 1.90911 -0.73378 0.77474
H 2.40081 0.08377 -0.71918
H -1.25420 -0.83306 -1.67567
H -0.74224 -0.99918 1.33647
H -2.38340 -0.60232 0.74291
H -1.35409 1.58444 -0.27866
```

Computed properties:
2S+1: 1
HOMO: -9.57 eV
LUMO: 0.03390 hartree